No. 1
{
  "formula": "C36H52N2O12S",
  "method": "ωB97M-V/def2-TZVPD",
  "species": ["C", "C", "C", "C", "C", "C", "C", "C", "C", "C", "N", "S", "N", "C", "C", "H", "H", "H", "H", "H", "H", "H", "H", "H", "H", "H", "H", "H", "H", "H", "H", "O", "C", "C", "C", "C", "O", "H", "H", "H", "H", "H", "H", "O", "C", "C", "C", "C", "O", "H", "H", "H", "H", "H", "H", "O", "C", "C", "C", "C", "O", "H", "H", "H", "H", "H", "H", "O", "C", "C", "C", "C", "O", "H", "H", "H", "H", "H", "H", "O", "C", "C", "C", "C", "O", "H", "H", "H", "H", "H", "H", "O", "C", "C", "C", "C", "O", "H", "H", "H", "H", "H", "H"],
  "coordinates": [[5.70750, -1.86396, 1.09253], [4.21392, -1.21751, 0.70843], [3.65652, -0.26754, 1.93013], [3.45652, 1.31176, 1.53805], [2.44500, 1.59421, 0.27905], [0.96644, 2.21130, 0.75871], [0.00661, 0.85900, 0.97615], [0.04902, 0.04400, 2.41089], [-0.84937, -1.31036, 2.63002], [-1.78106, -1.81294, 1.37710], [-2.67145, -3.03403, 1.31050], [-3.37047, -2.98606, -0.32366], [-2.76045, -1.52663, -1.14277], [-1.85831, -0.97610, -0.05773], [-0.96585, 0.39400, -0.29774], [6.05273, -2.47342, 0.14969], [6.50300, -1.03451, 1.33761], [5.64780, -2.63098, 1.98895], [4.24969, -0.65181, -0.31531], [3.50387, -2.16956, 0.59536], [2.71390, -0.78633, 2.40019], [4.49612, -0.30314, 2.77795], [3.07886, 1.94316, 2.47721], [4.52737, 1.74553, 1.25223], [2.26450, 0.59749, -0.30697], [2.87589, 2.36878, -0.52042], [1.06916, 2.82335, 1.76224], [0.54823, 2.90968, -0.10833], [0.74949, 0.47319, 3.27276], [-0.74856, -1.86945, 3.67786], [-0.96305, 1.02103, -1.28852], [5.34882, 0.13585, -1.58547], [5.49633, -0.49584, -2.61862], [6.12697, 0.02633, -3.87393], [5.69429, -0.99587, -4.89437], [5.55696, -2.24839, -4.06900], [5.14297, -1.80507, -2.77755], [7.21318, 0.04168, -3.74858], [5.75093, 1.02222, -4.11932], [6.39271, -1.10433, -5.72840], [4.71743, -0.71353, -5.30552], [6.50610, -2.78486, -3.96652], [4.80767, -2.92955, -4.48276], [1.76180, 3.07643, -4.25781], [0.63336, 3.45594, -3.99177], [0.25893, 4.31708, -2.82369], [-1.23722, 4.13928, -2.76611], [-1.59352, 3.87326, -4.20528], [-0.46879, 3.18549, -4.75093], [0.53772, 5.35234, -3.03895], [0.73991, 3.96873, -1.90679], [-1.76414, 4.99914, -2.34404], [-1.47936, 3.26091, -2.15550], [-1.74728, 4.79692, -4.77305], [-2.48704, 3.24871, -4.29565], [-9.49657, -1.88921, 3.12284], [-8.38241, -2.02009, 2.64358], [-7.94297, -3.14934, 1.76162], [-6.44159, -3.01652, 1.80177], [-6.24681, -1.53917, 2.02177], [-7.36476, -1.12431, 2.80527], [-8.33870, -2.99116, 0.75455], [-8.27137, -4.11191, 2.16041], [-5.94530, -3.38671, 0.90077], [-6.04643, -3.57459, 2.65934], [-6.24953, -0.97518, 1.08312], [-5.31920, -1.32575, 2.56086], [4.26631, -3.39416, -6.24574], [3.23415, -4.01511, -6.05272], [2.40054, -4.66663, -7.11422], [1.10445, -4.92113, -6.38705], [1.55523, -5.09526, -4.96038], [2.69630, -4.25026, -4.82000], [2.88211, -5.59775, -7.42555], [2.25746, -3.99997, -7.96775], [0.54883, -5.78082, -6.77094], [0.45902, -4.03793, -6.46702], [1.85462, -6.12568, -4.74183], [0.78210, -4.79216, -4.24833], [-1.43369, -0.15112, 5.86059], [-2.46585, -0.77207, 6.05361], [-3.29946, -1.42359, 4.99211], [-4.59555, -1.67809, 5.71928], [-4.14477, -1.85222, 7.14595], [-3.00370, -1.00722, 7.28633], [-2.81789, -2.35471, 4.68078], [-3.44254, -0.75693, 4.13858], [-5.15117, -2.53779, 5.33539], [-5.24098, -0.79490, 5.63930], [-3.84538, -2.88265, 7.36450], [-4.91790, -1.54912, 7.85800], [-1.53024, 4.66934, 0.77773], [-1.20633, 5.47228, 1.63712], [-0.15867, 5.24820, 2.68515], [-0.45382, 6.35212, 3.66884], [-1.04337, 7.42606, 2.79249], [-1.72590, 6.72978, 1.75080], [0.83012, 5.36066, 2.23187], [-0.26479, 4.26267, 3.14437], [0.42421, 6.68644, 4.22780], [-1.20449, 6.00916, 4.39126], [-0.27511, 8.06309, 2.34179], [-1.75048, 8.05648, 3.33948]],
  "atomic_forces_ev_per_a": [[-0.481, -0.036, -0.700], [-0.050, -0.946, 0.676], [0.826, -0.359, 0.534], [0.364, 0.361, -0.158], [-0.278, 0.491, -0.308], [0.078, -1.685, -0.333], [-2.668, -1.362, -1.509], [-2.854, -2.503, -2.179], [1.575, 3.297, -2.403], [-0.944, -0.537, -1.253], [2.333, 5.190, -2.869], [2.165, 2.310, 1.501], [2.750, -0.933, 6.917], [0.162, 0.622, -0.927], [1.494, -1.296, 4.920], [-0.461, 1.211, 1.819], [-1.598, -1.588, -0.504], [-0.014, 1.705, -1.714], [0.002, -1.300, 2.437], [1.362, 2.122, 0.202], [1.606, 1.332, -0.966], [-1.851, 0.176, -1.680], [0.818, -1.425, -1.908], [-2.264, -0.997, 0.622], [0.280, 1.899, 1.100], [-0.636, -1.690, 1.921], [-0.278, -1.332, -2.096], [0.589, -1.687, 2.107], [-1.813, -1.185, -2.047], [-0.432, 1.289, -2.781], [-0.108, -1.536, 2.191], [0.224, -0.849, -1.703], [0.017, 0.575, 1.491], [-0.162, 0.203, -0.486], [-0.006, 0.076, -0.863], [-0.121, -0.862, -0.358], [0.076, 1.215, 0.829], [-0.076, 0.127, 0.105], [0.271, -0.033, 0.335], [-0.154, -0.077, 0.112], [0.158, -0.115, 0.020], [0.018, 0.060, 0.047], [0.511, 0.416, 0.647], [-2.009, 0.286, 0.047], [2.089, -0.476, -0.639], [-0.269, -0.038, 0.450], [-0.541, 0.245, 0.721], [-0.713, 0.123, -0.136], [0.824, -0.201, 0.128], [0.142, -0.107, 0.052], [0.238, 0.239, -0.310], [0.010, -0.205, -0.042], [-0.036, 0.193, -0.048], [0.020, -0.069, 0.013], [0.248, 0.026, -0.194], [2.023, 0.182, -0.488], [-2.174, 0.397, 0.677], [0.297, -0.448, 0.035], [0.557, -0.695, -0.260], [0.718, 0.248, -0.238], [-0.753, -0.250, 0.293], [-0.119, -0.058, 0.123], [-0.290, 0.263, -0.198], [-0.031, 0.127, 0.202], [0.012, 0.083, -0.150], [0.020, -0.023, 0.071], [-0.233, 0.149, -0.029], [-1.807, -1.027, 0.181], [1.610, 0.653, -0.347], [-0.453, 0.102, -0.283], [-0.812, -0.148, -0.416], [-0.589, -0.409, 0.475], [0.703, 0.498, -0.593], [0.088, 0.156, -0.061], [0.387, -0.198, 0.057], [0.051, 0.112, 0.138], [0.073, -0.171, 0.038], [0.010, 0.093, 0.002], [0.342, 0.014, 0.030], [-1.564, -0.845, 0.806], [1.893, 0.873, -0.238], [-0.509, 0.086, -0.242], [-0.811, -0.142, -0.418], [-0.525, -0.376, 0.453], [0.605, 0.450, -0.502], [0.023, 0.125, -0.091], [0.416, -0.198, 0.029], [0.026, 0.103, 0.128], [0.052, -0.179, 0.018], [0.001, 0.077, 0.001], [0.323, 0.005, 0.024], [0.134, 1.590, 1.117], [-0.413, -1.260, -1.651], [0.022, -0.112, 0.540], [0.299, 0.012, 0.895], [0.020, 0.713, 0.324], [-0.049, -0.818, -0.389], [-0.068, -0.147, -0.042], [0.147, 0.033, -0.375], [-0.164, 0.027, -0.071], [0.133, 0.091, -0.098], [-0.066, -0.042, 0.009], [0.008, -0.080, -0.317]],
  "mulliken_charge": [-1.093, 0.348, -0.405, -0.582, -0.441, 0.826, 0.328, -0.445, -0.616, 0.486, -0.545, 0.134, -0.573, 0.518, -0.479, 0.246, 0.255, 0.348, -0.283, 0.249, 0.059, 0.328, 0.306, 0.261, 0.325, 0.279, -0.145, -0.602, 0.389, 0.331, 0.173, -0.664, 0.547, -0.512, -0.488, 0.174, -0.272, 0.274, 0.326, 0.373, 0.246, 0.218, -0.214, -0.630, 0.623, -0.067, -0.085, -0.570, -0.375, 0.366, -0.186, 0.419, -0.041, 0.288, 0.335, -0.590, 0.447, -0.427, -0.262, 0.201, -0.365, 0.261, 0.297, 0.179, 0.219, 0.260, -0.212, -0.634, 0.546, -0.458, -0.479, -0.462, -0.351, 0.272, 0.302, 0.321, 0.274, 0.268, 0.306, -0.564, 0.385, -0.079, -0.344, -0.527, -0.371, 0.179, 0.232, 0.229, 0.271, 0.267, 0.332, -0.553, 0.433, -0.123, -0.638, -0.437, -0.366, 0.251, 0.253, 0.348, 0.274, 0.247, 0.327],
  "e_homo_ev": -8.2,
  "largest_force_ha_per_bohr": 0.146,
  "smiles": "CCCCCCc1ccc2nsnc2c1.O=C1CCCO1.O=C1CCCO1.O=C1CCCO1.O=C1CCCO1.O=C1CCCO1.O=C1CCCO1",
  "orbital_gap_ha": 0.248,
  "total_charge": 0
}

***

No. 2
{
  "formula": "C36H52N9O",
  "method": "ωB97M-V/def2-TZVPD",
  "species": ["C", "C", "C", "N", "C", "C", "C", "C", "O", "C", "N", "N", "C", "C", "C", "N", "H", "H", "H", "H", "H", "H", "H", "H", "H", "H", "H", "H", "H", "H", "H", "H", "H", "H", "H", "H", "H", "H", "H", "H", "H", "H", "H", "N", "C", "C", "C", "C", "C", "H", "H", "H", "H", "H", "N", "C", "C", "C", "C", "C", "H", "H", "H", "H", "H", "N", "C", "C", "C", "C", "C", "H", "H", "H", "H", "H", "N", "C", "C", "C", "C", "C", "H", "H", "H", "H", "H", "N", "C", "C", "C", "C", "C", "H", "H", "H", "H", "H"],
  "coordinates": [[0.46264, -2.32279, -0.25846], [0.47979, -0.72778, -0.24757], [-0.75132, -0.27140, -1.12090], [-1.46221, 0.94336, -0.62304], [-2.80278, 1.09650, -1.23223], [-3.91571, 1.54358, -0.16575], [-5.06004, 0.45687, -0.15192], [-6.39938, 0.96680, 0.49129], [-6.23719, 1.00343, 1.92038], [-0.69138, 2.12162, -0.71639], [-0.77229, 3.08232, -1.77555], [0.18264, 2.31921, 0.24987], [1.08507, 3.48046, 0.36160], [2.50635, 3.03308, 0.93668], [3.09205, 1.74643, 0.21883], [3.00562, 0.53949, 1.11211], [0.39087, -2.64060, -1.32636], [1.37688, -2.74783, 0.22463], [-0.47513, -2.66648, 0.25484], [0.40848, -0.43540, 0.82705], [1.40186, -0.35525, -0.75737], [-0.47957, -0.10654, -2.19945], [-1.48010, -1.12627, -1.11767], [-2.85482, 1.82323, -2.07864], [-3.17169, 0.11918, -1.64429], [-3.40994, 1.53698, 0.82972], [-4.28288, 2.55978, -0.45229], [-4.72516, -0.51046, 0.31394], [-5.28065, 0.21044, -1.22972], [-6.59870, 1.98191, 0.05281], [-7.22306, 0.25627, 0.20306], [-6.65253, 1.83121, 2.19382], [0.12223, 3.21546, -2.24352], [-1.18467, 3.96221, -1.47362], [0.24496, 1.62424, 0.99711], [1.30626, 3.98763, -0.60080], [0.67011, 4.18246, 1.13592], [3.20668, 3.89048, 0.74475], [2.48833, 2.88976, 2.04596], [2.65225, 1.53345, -0.79122], [4.19360, 1.89579, 0.04284], [3.90133, 0.49574, 1.61990], [2.31909, 0.78451, 1.83166], [4.11606, -1.12237, -4.40745], [4.97015, -0.27545, -4.99482], [5.96529, 0.41134, -4.31702], [6.08354, 0.21492, -2.94985], [5.20958, -0.65675, -2.31829], [4.25167, -1.29702, -3.08772], [4.83654, -0.15219, -6.06396], [6.62965, 1.08246, -4.84528], [6.84744, 0.73450, -2.38320], [5.27049, -0.83554, -1.25219], [3.54800, -1.99052, -2.63859], [5.34068, -0.95603, 3.04344], [4.95553, -2.21865, 2.81782], [5.35754, -3.29704, 3.58813], [6.21144, -3.05982, 4.65385], [6.62614, -1.76176, 4.90782], [6.16395, -0.75251, 4.07987], [4.29033, -2.35438, 1.97154], [5.01191, -4.29647, 3.35993], [6.54968, -3.87698, 5.27951], [7.29254, -1.53823, 5.73013], [6.45798, 0.27889, 4.24110], [-6.82322, -4.87023, 2.96666], [-5.81203, -4.29948, 3.63320], [-5.54446, -2.93947, 3.61247], [-6.36928, -2.12031, 2.85611], [-7.42214, -2.68790, 2.15791], [-7.60528, -4.05750, 2.24686], [-5.19372, -4.98136, 4.20698], [-4.71247, -2.53248, 4.17238], [-6.19413, -1.05193, 2.81060], [-8.08637, -2.08066, 1.55621], [-8.41725, -4.54645, 1.71888], [6.58229, 4.08790, -0.46281], [7.59785, 4.65917, 0.19646], [7.87609, 6.01590, 0.16048], [7.05959, 6.83301, -0.60463], [6.00161, 6.26671, -1.29878], [5.80602, 4.89923, -1.19451], [8.21057, 3.97995, 0.77870], [8.71040, 6.42205, 0.71658], [7.24505, 7.89896, -0.65951], [5.34328, 6.87329, -1.90683], [4.98856, 4.41010, -1.71551], [-6.77808, -2.87366, -2.15763], [-6.99026, -3.80423, -1.21746], [-7.78340, -4.92428, -1.40553], [-8.39801, -5.09339, -2.63640], [-8.19593, -4.14345, -3.62584], [-7.38139, -3.06058, -3.33816], [-6.49159, -3.62644, -0.27169], [-7.91677, -5.64513, -0.60942], [-9.02710, -5.95558, -2.82277], [-8.65955, -4.24155, -4.59848], [-7.19089, -2.29370, -4.08131]],
  "atomic_forces_ev_per_a": [[-0.141, 0.918, -0.264], [-0.403, -1.105, -0.988], [0.460, -1.079, 0.252], [0.071, 1.553, -1.279], [-2.062, 0.078, 0.041], [0.758, -1.168, -0.159], [-0.484, 0.541, -0.671], [0.933, -0.777, -0.889], [-0.348, 0.791, -0.717], [0.521, -0.547, 0.731], [-0.594, -0.975, 0.779], [-0.239, 0.449, -0.884], [1.841, 0.125, 1.471], [0.059, 0.161, -1.102], [1.008, -0.044, 0.743], [0.198, 1.107, -0.112], [0.239, -0.035, 0.827], [-0.864, 0.323, -0.437], [0.981, 0.180, -0.327], [0.075, 0.150, -0.953], [-0.558, -0.288, 0.981], [0.014, -0.256, 0.900], [0.379, 1.117, 0.126], [0.543, -0.591, 0.555], [0.859, 0.782, 0.388], [-0.534, 0.421, -0.632], [0.087, -0.815, 0.504], [-0.233, 1.003, -0.239], [0.013, 0.156, 0.959], [-0.059, -0.834, 0.538], [0.640, 0.734, 0.321], [0.090, -0.302, 0.328], [-0.230, 0.038, 0.237], [0.162, -0.111, -0.183], [-0.220, 0.158, -0.378], [-0.722, -0.481, 0.646], [0.059, -0.437, -1.097], [-0.734, -0.639, 0.239], [-0.118, 0.001, -0.913], [0.039, 0.317, 0.856], [-1.101, 0.101, -0.045], [-0.495, -0.321, -0.108], [0.292, -0.516, -0.103], [0.278, 0.265, 0.249], [-0.310, -0.268, 0.010], [-0.018, -0.012, 0.103], [0.093, 0.081, 0.054], [0.026, 0.069, 0.010], [-0.163, -0.031, -0.357], [0.061, 0.031, 0.004], [-0.023, -0.030, -0.011], [-0.031, -0.011, -0.013], [-0.015, -0.025, -0.018], [0.039, -0.006, 0.064], [0.063, -0.271, 0.228], [-0.008, 0.361, -0.097], [0.057, 0.037, 0.059], [0.031, -0.072, 0.062], [-0.041, -0.083, -0.037], [-0.197, 0.149, -0.296], [-0.008, -0.051, 0.013], [0.001, 0.036, -0.021], [-0.011, 0.029, -0.024], [-0.020, 0.025, -0.031], [0.048, -0.035, 0.054], [0.098, 0.476, -0.042], [-0.206, -0.294, -0.125], [-0.096, -0.058, -0.104], [0.118, 0.213, 0.054], [0.047, 0.040, 0.062], [0.086, -0.413, 0.199], [0.022, 0.048, 0.023], [-0.021, -0.032, 0.009], [-0.043, -0.069, 0.008], [-0.010, -0.034, 0.008], [-0.029, 0.068, -0.012], [-0.059, 0.451, -0.037], [-0.223, -0.351, -0.109], [-0.068, 0.061, -0.068], [0.036, 0.111, 0.012], [0.007, -0.009, 0.031], [0.190, -0.326, 0.241], [0.035, 0.059, 0.015], [-0.012, -0.040, -0.012], [-0.004, -0.039, -0.003], [0.015, -0.030, -0.001], [0.004, 0.052, -0.068], [-0.245, -0.315, -0.066], [0.204, 0.348, -0.183], [-0.050, 0.003, -0.078], [-0.061, -0.070, -0.022], [-0.002, -0.057, 0.074], [0.220, 0.186, 0.261], [-0.023, -0.089, 0.007], [0.038, 0.028, -0.002], [0.023, 0.029, 0.005], [0.027, 0.026, 0.017], [-0.054, -0.043, -0.045]],
  "mulliken_charge": [-1.596, 0.432, -0.753, 0.534, -0.945, -0.405, -0.573, -0.694, -0.503, -0.137, -0.508, 0.051, -0.708, -0.777, -0.347, -0.237, 0.384, 0.317, 0.435, 0.062, -0.128, 0.268, 0.631, 0.363, 0.568, 0.285, 0.278, 0.341, 0.381, 0.502, 0.200, 0.277, 0.302, 0.274, 0.309, 0.420, 0.261, 0.257, 0.409, 0.095, 0.366, 0.197, 0.165, -0.574, -0.220, -0.381, -0.354, -0.237, -0.383, 0.369, 0.376, 0.427, 0.480, 0.481, -0.202, -0.098, -0.648, -0.130, -0.553, -0.223, 0.329, 0.353, 0.378, 0.360, 0.370, -0.605, -0.235, -0.627, 0.141, -0.462, -0.417, 0.369, 0.382, 0.560, 0.371, 0.523, -0.313, -0.252, -0.408, -0.169, -0.653, -0.096, 0.367, 0.367, 0.373, 0.360, 0.441, -0.367, -0.308, -0.496, -0.273, -0.440, -0.200, 0.574, 0.423, 0.376, 0.366, 0.353],
  "e_homo_ev": -11.0,
  "largest_force_ha_per_bohr": 0.046,
  "orbital_gap_ha": 0.281,
  "total_charge": 1
}